[1]
72
Properties=species:S:1:pos:R:3:forces:R:3 method="wB97M-V/def2-TZVPD" de_lowest_kcal_mol=3.4
C -3.952 -2.343 1.856 -0.33 -0.50 0.89
C -4.947 -1.738 0.913 0.20 2.30 1.17
C -5.932 -0.770 1.678 -0.17 -2.06 -0.85
O -4.153 -0.900 0.050 -0.49 -0.33 -0.54
H -4.377 -2.782 2.759 -0.38 -0.72 -0.35
H -3.410 -1.534 2.346 0.49 0.11 -0.44
H -3.317 -3.034 1.302 0.30 0.03 0.44
H -5.467 -2.466 0.291 -0.15 0.06 0.12
H -6.496 -1.363 2.397 -0.20 -0.08 0.07
H -6.632 -0.460 0.903 -0.01 0.72 0.35
H -5.457 0.023 2.258 0.23 0.09 -0.56
H -3.356 -0.743 0.562 0.13 0.25 -0.43
C 4.158 2.408 -0.998 -0.45 -1.16 -1.32
C 4.393 1.213 -1.934 1.06 -0.46 -0.88
C 5.415 0.224 -1.371 0.47 -0.04 0.09
O 3.252 0.484 -2.354 -1.76 0.20 0.89
H 3.502 2.042 -0.209 0.16 0.49 0.37
H 3.713 3.202 -1.598 -0.27 0.11 0.40
H 5.148 2.731 -0.676 -0.24 0.00 0.38
H 4.734 1.597 -2.896 0.82 0.41 0.15
H 5.518 0.238 -0.286 -0.05 0.36 0.07
H 6.385 0.430 -1.822 0.17 -0.07 0.22
H 5.163 -0.814 -1.587 -0.12 0.05 -0.33
H 3.510 -0.112 -3.061 0.12 0.06 0.05
C -1.259 2.161 -1.580 1.15 -0.89 -0.51
C -1.938 2.943 -2.699 -1.97 -3.57 0.39
C -2.669 2.089 -3.808 0.33 -0.02 -0.52
O -2.996 3.534 -1.940 0.10 2.19 -0.51
H -0.413 1.526 -1.844 0.38 0.13 -0.58
H -1.937 1.436 -1.129 -0.33 0.47 0.28
H -0.865 2.899 -0.880 -0.30 -0.15 0.31
H -1.198 3.550 -3.220 -0.66 0.96 0.35
H -3.398 2.710 -4.327 0.63 0.64 -0.46
H -3.345 1.249 -3.648 0.12 -0.10 1.75
H -2.000 1.579 -4.502 0.40 0.64 -0.35
H -3.729 2.916 -1.885 0.14 -0.17 -0.16
C -2.011 -2.876 -1.819 -0.96 -0.57 0.26
C -2.447 -2.802 -3.288 1.60 1.28 0.88
C -3.275 -1.543 -3.545 0.15 -1.12 0.00
O -1.219 -2.775 -4.071 -0.98 -0.73 -0.30
H -1.406 -2.033 -1.484 0.11 0.05 -0.30
H -1.517 -3.823 -1.598 0.35 0.11 -0.19
H -2.890 -2.870 -1.175 -0.16 0.14 0.05
H -3.047 -3.687 -3.499 0.41 -0.10 -0.52
H -3.562 -1.524 -4.597 -0.17 0.15 0.04
H -2.707 -0.644 -3.305 -0.08 -0.10 0.16
H -4.137 -1.664 -2.889 -0.23 0.59 -0.14
H -0.773 -1.951 -3.863 -0.03 0.11 0.08
Cl 5.167 -1.648 1.907 -0.34 0.29 0.24
C 4.381 -2.519 3.272 1.26 0.39 1.28
C 4.790 -1.953 4.666 -0.53 -0.19 -0.51
Cl 6.550 -2.189 4.970 -0.61 0.47 -0.11
H 4.864 -3.493 3.194 -0.90 -0.25 0.00
H 3.299 -2.438 3.165 0.21 -0.42 -0.20
H 4.287 -2.445 5.499 -0.02 -0.68 -0.37
H 4.405 -0.941 4.796 0.90 0.44 -0.33
Cl -1.344 -0.220 1.375 1.09 0.19 -0.07
C 0.443 -0.027 1.079 0.60 0.27 0.38
C 1.034 -1.199 0.299 -0.87 0.18 -0.16
Cl 1.177 -2.640 1.344 -0.08 -0.05 -0.10
H 0.884 0.104 2.067 -0.03 -0.40 -0.04
H 0.626 0.932 0.595 -0.36 -0.16 -0.44
H 1.994 -1.058 -0.197 0.05 0.52 0.45
H 0.322 -1.413 -0.498 0.10 -0.34 0.06
Cl 2.798 1.596 3.430 -0.28 0.04 0.17
C 1.567 2.738 4.087 0.08 -0.32 0.33
C 1.793 4.120 3.522 -0.71 -0.07 0.09
Cl 3.306 4.802 4.127 0.30 0.15 -0.07
H 1.638 2.733 5.175 0.41 0.09 -0.07
H 0.577 2.322 3.901 0.05 0.17 -0.57
H 1.002 4.785 3.867 -0.05 -0.07 -0.01
H 1.781 4.121 2.432 0.22 -0.03 0.10


[2]
69
Properties=species:S:1:pos:R:3:forces:R:3 method="wB97M-V/def2-TZVPD" de_lowest_kcal_mol=35.7
C -0.781 -1.132 3.037 0.52 -1.20 0.88
C 0.732 -1.032 3.090 1.68 -1.64 -0.22
C 1.238 -0.386 4.351 0.72 2.15 0.78
C 1.247 -2.551 3.138 0.11 1.97 0.64
C 2.710 -2.765 2.839 0.68 1.16 1.63
C 2.971 -2.039 1.527 0.22 -2.70 -0.99
C 2.642 -0.582 1.454 -1.22 -0.80 -0.22
C 3.640 0.098 2.295 0.92 0.18 0.84
C 2.745 -0.117 0.024 -0.76 0.45 -0.90
N 1.244 -0.397 1.854 -0.54 -0.67 0.09
O 0.977 0.999 1.874 -0.97 0.36 -0.42
H -1.047 -1.776 2.204 -0.15 0.05 -0.18
H -1.085 -1.672 3.976 -0.12 0.81 -0.80
H -1.244 -0.179 2.914 -0.51 0.69 0.22
H 0.929 -0.884 5.255 -0.81 -0.15 0.27
H 2.332 -0.356 4.514 -0.45 -0.23 -0.67
H 0.951 0.698 4.377 -0.04 -0.92 0.19
H 1.034 -2.864 4.151 -0.43 -0.45 0.11
H 0.681 -3.071 2.411 -0.75 -0.88 -0.62
H 3.378 -2.346 3.696 -1.10 -0.65 -1.35
H 2.890 -3.855 2.847 0.21 0.50 -0.47
H 2.435 -2.647 0.746 0.28 0.77 0.39
H 4.026 -2.123 1.288 0.29 -0.05 -0.24
H 3.720 -0.407 3.244 0.46 -0.16 0.18
H 3.319 1.076 2.542 -0.03 1.32 -0.03
H 4.605 0.081 1.788 0.06 0.26 0.13
H 3.568 -0.625 -0.463 0.37 0.04 -0.14
H 2.926 0.977 0.015 -0.23 -0.68 -0.40
H 1.812 -0.402 -0.548 0.96 0.44 0.59
H 0.227 1.078 1.241 0.66 0.02 0.61
C -0.360 1.242 -3.094 1.16 0.90 -0.25
C -1.445 0.702 -2.214 0.19 0.35 0.19
C -1.036 1.053 -0.710 0.01 -2.48 -1.70
C -2.739 1.408 -2.571 -0.39 0.08 2.22
C -3.888 0.725 -1.866 0.10 -1.72 -0.22
C -3.958 -0.778 -2.276 0.58 0.45 0.41
C -2.601 -1.548 -2.068 -1.47 0.33 1.93
C -2.501 -1.917 -0.524 -0.01 -0.58 -0.78
C -2.638 -2.834 -2.888 0.02 1.41 -0.07
N -1.605 -0.695 -2.607 2.07 0.02 -0.47
O -0.295 -1.267 -2.349 -1.12 1.47 3.20
H -0.496 1.167 -4.161 -0.48 -0.66 -0.42
H -0.337 2.299 -2.948 0.11 1.08 0.36
H 0.654 0.908 -2.872 -0.20 -0.26 0.18
H -1.037 2.100 -0.656 0.12 1.50 0.34
H -1.741 0.592 -0.032 -0.03 0.13 0.34
H -0.028 0.629 -0.554 -0.45 0.22 0.03
H -2.741 2.422 -2.182 0.43 0.37 -0.10
H -2.926 1.461 -3.607 -0.03 -0.18 -1.39
H -3.827 0.753 -0.770 0.14 0.37 -0.25
H -4.807 1.182 -2.171 -0.74 0.33 0.03
H -4.244 -0.829 -3.337 -0.09 -0.21 0.31
H -4.696 -1.235 -1.609 -0.14 -0.26 -0.52
H -2.799 -1.159 0.200 0.26 0.40 -0.31
H -1.505 -2.342 -0.222 -1.04 0.27 -0.42
H -3.326 -2.639 -0.460 0.55 -0.40 0.44
H -2.737 -2.508 -3.894 -0.15 0.23 -1.17
H -3.494 -3.419 -2.677 -0.74 -0.78 0.51
H -1.736 -3.390 -2.861 0.82 -0.74 0.50
H -0.047 -1.772 -3.062 0.53 -1.64 -2.92
O 1.589 5.432 -2.363 0.47 -0.66 1.04
H 1.838 5.206 -3.254 0.14 -0.09 -0.52
H 2.008 4.729 -1.806 -0.55 0.72 -0.43
O -0.866 4.523 -1.306 -2.00 -0.60 -1.97
H -0.240 5.109 -1.724 1.11 0.51 0.13
H -1.441 4.370 -2.124 0.78 0.00 1.90
O 2.368 3.271 0.269 0.42 0.65 -0.56
H 3.015 3.591 0.899 0.13 0.11 0.08
H 1.842 2.658 0.771 -0.53 -0.63 0.43


[3]
Molecular formula: C18H44N5O9P3
Method: DFT, ωB97M-V/def2-TZVPD

Structure (XYZ):
```
79
Properties=species:S:1:pos:R:3:forces:R:3
C -0.961 -1.167 5.475 0.23 0.09 -0.13
C -1.601 -0.509 4.240 0.23 -0.09 0.08
C -0.601 0.319 3.435 -0.17 0.01 -0.08
C -1.271 0.973 2.227 -0.06 0.15 0.13
C -0.396 1.775 1.237 -0.42 0.03 0.41
O -0.621 1.368 -0.127 0.45 0.40 -0.15
C 0.114 0.397 -0.753 0.15 -0.32 0.04
O 0.560 0.576 -1.839 -0.27 0.08 -0.02
P 0.243 -1.326 0.007 0.39 -0.21 -0.29
N 0.841 -2.391 -0.949 -0.06 -0.07 0.25
P 1.422 1.807 1.679 0.30 -0.62 -0.06
P 2.179 3.298 0.272 0.38 0.24 -0.17
O 2.812 2.642 -0.872 -0.04 -0.15 0.03
O 3.140 4.226 1.157 -0.40 0.08 0.01
O 1.071 4.387 -0.095 -0.06 -0.03 0.40
H -1.394 -0.807 6.407 -0.06 -0.08 0.01
H 0.109 -0.944 5.517 -0.03 0.02 0.02
H -1.040 -2.252 5.441 -0.12 0.00 0.10
H -2.429 0.136 4.544 -0.07 -0.07 -0.09
H -2.005 -1.286 3.586 -0.15 0.09 -0.01
H 0.224 -0.331 3.128 0.04 0.06 0.06
H -0.189 1.097 4.088 0.11 -0.07 -0.02
H -1.827 0.232 1.646 0.05 -0.01 0.01
H -2.028 1.659 2.615 -0.07 -0.05 -0.07
H -0.751 2.805 1.237 0.00 -0.03 -0.06
H -1.093 -1.523 0.400 -0.07 0.15 0.04
H 0.929 -1.060 1.203 -0.18 0.07 0.15
H 1.695 -2.794 -0.576 0.08 -0.05 -0.21
H 1.330 2.609 2.832 -0.20 0.23 -0.06
H 3.756 3.710 1.688 0.24 0.00 -0.04
H 0.347 3.988 -0.593 0.04 0.01 -0.23
C 7.113 4.326 -0.821 -0.06 -0.08 0.00
N 7.131 3.353 0.252 -0.07 -0.04 -0.02
C 7.746 3.438 1.461 0.00 0.08 -0.02
C 8.539 4.694 1.749 0.01 -0.05 0.04
O 7.652 2.537 2.277 -0.03 0.00 0.03
H 6.092 4.643 -1.039 0.00 0.03 0.02
H 7.538 3.905 -1.734 0.04 0.02 0.01
H 7.694 5.199 -0.544 0.00 0.01 -0.01
H 6.623 2.492 0.116 0.00 0.00 -0.01
H 8.957 4.601 2.746 -0.01 -0.01 0.00
H 9.350 4.821 1.031 -0.01 0.02 -0.01
H 7.902 5.579 1.709 0.01 0.01 -0.02
C -5.514 1.287 -3.913 -0.05 -0.03 0.05
N -5.355 0.896 -2.528 -0.03 0.01 0.00
C -4.242 0.972 -1.754 0.01 -0.01 -0.03
C -2.981 1.528 -2.370 -0.11 -0.10 0.09
O -4.269 0.590 -0.592 0.02 -0.02 0.02
H -6.278 2.059 -4.016 0.03 0.03 0.00
H -5.807 0.435 -4.528 0.04 -0.01 -0.02
H -4.577 1.679 -4.297 0.00 0.00 -0.02
H -6.155 0.518 -2.044 -0.02 0.02 -0.02
H -2.227 1.493 -1.593 0.02 0.11 -0.14
H -2.658 0.927 -3.221 0.02 0.02 -0.01
H -3.121 2.556 -2.706 0.00 0.00 -0.02
C -6.698 -1.972 -0.715 0.17 -0.15 0.00
N -6.578 -3.138 0.137 -0.02 0.00 -0.01
C -7.439 -3.578 1.095 -0.03 0.05 -0.02
C -8.695 -2.765 1.321 0.00 -0.04 0.03
O -7.200 -4.583 1.739 0.00 -0.01 0.01
H -6.711 -2.272 -1.766 -0.06 0.04 -0.01
H -5.858 -1.293 -0.558 -0.04 0.05 0.03
H -7.621 -1.443 -0.496 0.00 0.01 0.00
H -5.760 -3.717 0.034 0.01 0.01 0.02
H -9.264 -3.247 2.109 0.01 -0.01 0.00
H -8.454 -1.746 1.626 -0.01 0.01 -0.02
H -9.304 -2.720 0.417 0.00 0.03 0.00
C 2.992 -4.310 -4.244 -0.07 0.04 0.05
N 3.002 -4.498 -2.811 -0.09 -0.12 0.07
C 4.067 -4.613 -1.980 0.03 0.07 -0.06
C 5.447 -4.559 -2.600 -0.01 -0.03 0.05
O 3.911 -4.746 -0.776 -0.02 0.04 0.04
H 2.498 -3.372 -4.505 0.04 0.02 0.00
H 2.461 -5.124 -4.741 0.04 -0.02 -0.01
H 4.007 -4.281 -4.627 0.00 0.00 -0.02
H 2.115 -4.526 -2.331 -0.02 0.10 -0.04
H 6.174 -4.661 -1.801 -0.01 0.00 0.01
H 5.587 -5.368 -3.318 0.00 0.02 -0.02
H 5.608 -3.611 -3.113 0.00 -0.01 -0.02
```
Positions in Å, forces in eV/Å.


In eV, the Kohn-Sham gap values for the records above are, in order, 10.3, 9.1, 9.4.
In hartree, the E_LUMO values for the records above are, in order, 0.013, 0.021, 0.008.
In eV, the E values for the records above are, in order, -102702.5169, -32594.4534, -73125.9726.